# C38H47Br70F9N4O2

A structure of composition C38H47Br70F9N4O2 in a non-equilibrium geometry (the ωB97M-V functional and the def2-TZVPD basis, the Open Molecules 2025 dataset).

## Properties
Orbital gap: 8.578 eV
E_LUMO: -0.77 eV

Geometry (Å):
1 N -5.13 -0.28 0.25
2 C -4.82 -0.57 -0.98
3 N -5.88 -1.06 -1.88
4 N -3.42 -0.40 -1.40
5 C -2.90 -1.78 -1.71
6 C -1.60 -1.99 -0.79
7 C -0.48 -0.98 -1.32
8 C 0.07 0.04 -0.18
9 C 1.56 -0.39 0.14
10 O 2.51 -0.28 -0.95
11 C 2.28 0.77 -1.84
12 F 3.36 0.71 -2.79
13 Br 2.34 2.60 -1.09
14 C 2.20 0.27 1.48
15 N 2.84 -0.82 2.31
16 C 1.15 0.98 2.44
17 C 0.75 2.46 2.03
18 O 0.11 3.19 3.11
19 C -1.27 2.76 3.24
20 C -2.26 3.63 2.35
21 F -1.52 4.62 1.71
22 F -3.14 4.32 3.24
23 C -3.20 2.78 1.38
24 F -2.63 1.56 0.98
25 F -4.32 2.40 2.17
26 C -3.80 3.58 0.14
27 F -4.78 2.73 -0.45
28 F -4.48 4.73 0.58
29 C -2.77 3.93 -1.02
30 F -2.60 5.34 -1.00
31 F -1.49 3.38 -0.85
32 H -6.14 -0.45 0.40
33 H -6.31 -1.87 -1.43
34 H -5.47 -1.39 -2.77
35 H -3.40 0.16 -2.27
36 H -3.67 -2.61 -1.59
37 H -2.49 -1.73 -2.78
38 H -1.24 -3.06 -0.98
39 H -1.82 -1.90 0.32
40 H -0.89 -0.30 -2.15
41 H 0.39 -1.56 -1.76
42 H -0.07 1.11 -0.50
43 H -0.64 -0.13 0.70
44 H 1.51 -1.51 0.39
45 H 1.35 0.65 -2.49
46 H 3.06 0.98 1.22
47 H 3.46 -1.38 1.70
48 H 2.04 -1.42 2.58
49 H 0.22 0.32 2.62
50 H 1.65 1.06 3.46
51 H 1.69 3.05 1.73
52 H 0.04 2.50 1.14
53 H -1.53 2.98 4.33
54 H -1.40 1.64 3.11
55 H -3.19 3.69 -2.06
56 C -5.83 5.02 -3.00
57 Br -4.64 6.50 -3.40
58 Br -7.64 5.37 -3.61
59 Br -5.15 3.34 -3.69
60 H -5.87 4.93 -1.92
61 C -0.49 2.12 7.37
62 Br 0.71 3.59 6.97
63 Br -2.30 2.50 6.78
64 Br 0.16 0.44 6.66
65 H -0.52 2.02 8.45
66 C -4.19 -0.23 8.51
67 Br -5.56 -0.08 9.87
68 Br -2.51 -0.86 9.25
69 Br -4.77 -1.31 7.01
70 H -4.01 0.77 8.13
71 C -6.04 -3.80 -4.90
72 Br -6.39 -4.42 -3.09
73 Br -7.68 -3.37 -5.84
74 Br -4.78 -2.33 -4.93
75 H -5.58 -4.63 -5.44
76 C -3.08 -7.17 -4.34
77 Br -3.43 -7.78 -2.53
78 Br -4.72 -6.73 -5.28
79 Br -1.83 -5.69 -4.37
80 H -2.62 -7.99 -4.87
81 C -1.27 6.48 9.18
82 Br -1.66 8.02 10.30
83 Br -2.37 4.96 9.65
84 Br -1.40 6.91 7.30
85 H -0.24 6.20 9.38
86 C 4.07 -0.45 -6.01
87 Br 5.29 1.01 -6.43
88 Br 2.27 -0.09 -6.64
89 Br 4.73 -2.15 -6.67
90 H 4.02 -0.52 -4.93
91 C 4.84 4.68 5.52
92 Br 6.49 5.18 4.64
93 Br 3.65 6.19 5.75
94 Br 3.96 3.21 4.60
95 H 5.10 4.32 6.51
96 C -6.26 -8.03 0.74
97 Br -6.03 -9.62 -0.34
98 Br -4.86 -7.85 2.07
99 Br -6.41 -6.43 -0.35
100 H -7.20 -8.14 1.27
101 C 2.06 -3.43 7.93
102 Br 1.68 -1.90 9.07
103 Br 0.96 -4.96 8.39
104 Br 1.92 -2.98 6.05
105 H 3.09 -3.71 8.12
106 C -6.05 4.86 12.33
107 Br -6.77 6.23 11.18
108 Br -6.09 3.11 11.49
109 Br -4.26 5.29 12.94
110 H -6.68 4.80 13.21
111 C 2.57 3.82 -7.82
112 Br 2.23 3.24 -6.00
113 Br 0.92 4.27 -8.74
114 Br 3.85 5.27 -7.89
115 H 3.01 2.98 -8.35
116 C 10.17 5.88 5.83
117 Br 11.09 4.22 6.21
118 Br 9.63 6.78 7.46
119 Br 11.20 7.05 4.68
120 H 9.26 5.63 5.29
121 C 7.59 3.11 8.48
122 Br 6.25 3.34 9.86
123 Br 9.26 2.44 9.19
124 Br 6.93 2.01 7.03
125 H 7.79 4.10 8.07
126 C 1.64 -8.36 -3.72
127 Br 1.21 -6.82 -2.61
128 Br 0.55 -9.89 -3.27
129 Br 1.55 -7.93 -5.61
130 H 2.68 -8.63 -3.50
131 C 7.34 4.53 -10.33
132 Br 6.84 3.42 -8.83
133 Br 7.19 6.42 -9.92
134 Br 9.10 4.08 -11.01
135 H 6.63 4.32 -11.13
136 C 1.40 -11.87 -7.19
137 Br 0.68 -10.52 -8.38
138 Br 1.36 -13.63 -7.99
139 Br 3.17 -11.40 -6.56
140 H 0.75 -11.90 -6.32
141 C 8.61 -0.33 -9.03
142 Br 8.28 -0.92 -7.21
143 Br 6.97 0.12 -9.95
144 Br 9.90 1.12 -9.09
145 H 9.05 -1.17 -9.55
146 C 6.59 -2.06 1.19
147 Br 6.25 -2.67 3.00
148 Br 4.95 -1.59 0.27
149 Br 7.87 -0.60 1.15
150 H 7.03 -2.89 0.65
151 C -3.64 -9.77 -9.58
152 Br -2.71 -11.41 -9.16
153 Br -4.25 -8.86 -7.98
154 Br -2.57 -8.60 -10.70
155 H -4.53 -10.03 -10.15
156 C 5.13 7.09 11.47
157 Br 6.30 7.68 10.04
158 Br 4.44 8.59 12.49
159 Br 3.72 5.94 10.82
160 H 5.74 6.50 12.15
161 C -2.25 -8.79 -14.67
162 Br -1.06 -7.31 -15.05
163 Br -4.05 -8.46 -15.33
164 Br -1.54 -10.47 -15.33
165 H -2.32 -8.88 -13.59
166 C -9.53 6.62 0.08
167 Br -10.04 8.48 -0.10
168 Br -10.23 5.53 -1.36
169 Br -7.61 6.41 0.27
170 H -9.98 6.26 1.00

***

# C38H48BaIN7O4

A structure of composition C38H48BaIN7O4 in a non-equilibrium geometry (the ωB97M-V functional and the def2-TZVPD basis, the Open Molecules 2025 dataset).

## Properties
Orbital gap: 7.134 eV
E_LUMO: 0.21 eV

Geometry (Å):
1 Ba -0.50 0.42 -0.20
2 O -1.12 2.39 -1.06
3 C -1.78 3.49 -1.26
4 C -1.27 4.75 -0.91
5 C -1.99 5.91 -1.15
6 C -3.24 5.85 -1.75
7 C -3.76 4.62 -2.11
8 C -3.07 3.44 -1.86
9 C -3.66 2.15 -2.27
10 N -4.08 1.20 -1.54
11 C -4.01 1.35 -0.10
12 C -4.64 0.19 0.65
13 N -4.03 -1.09 0.37
14 C -3.39 -1.73 1.26
15 C -3.04 -1.31 2.64
16 C -3.51 -2.01 3.75
17 C -3.17 -1.61 5.03
18 C -2.34 -0.51 5.20
19 C -1.84 0.18 4.11
20 C -2.15 -0.22 2.80
21 O -1.63 0.35 1.75
22 H -0.29 4.79 -0.44
23 H -1.57 6.86 -0.86
24 H -3.80 6.76 -1.94
25 H -4.74 4.57 -2.59
26 H -3.78 2.01 -3.35
27 H -4.55 2.27 0.19
28 H -2.99 1.49 0.26
29 H -5.69 0.09 0.35
30 H -4.61 0.43 1.73
31 H -3.04 -2.72 0.97
32 H -4.16 -2.86 3.60
33 H -3.55 -2.15 5.89
34 H -2.08 -0.18 6.20
35 H -1.19 1.04 4.25
36 C -2.65 -3.46 -1.93
37 O -1.71 -2.50 -2.42
38 C -0.71 -3.07 -3.22
39 C 0.56 -3.31 -2.42
40 O 1.25 -2.12 -2.08
41 C 2.08 -1.68 -3.14
42 H -3.15 -3.97 -2.77
43 H -3.39 -2.90 -1.35
44 H -2.16 -4.21 -1.31
45 H -0.50 -2.38 -4.05
46 H -1.07 -4.01 -3.66
47 H 1.23 -3.97 -2.98
48 H 0.31 -3.82 -1.48
49 H 2.76 -2.49 -3.45
50 H 2.67 -0.84 -2.78
51 H 1.51 -1.34 -4.01
52 I 1.86 2.16 -2.66
53 C 0.28 1.60 -3.94
54 C 0.20 2.21 -5.18
55 C -0.85 1.83 -6.00
56 C -1.76 0.89 -5.55
57 C -1.57 0.35 -4.28
58 N -0.57 0.70 -3.49
59 H 0.93 2.94 -5.48
60 H -0.96 2.28 -6.98
61 H -2.60 0.57 -6.15
62 H -2.26 -0.38 -3.87
63 N 0.08 -2.24 1.15
64 C 1.27 -2.50 1.83
65 C 2.36 -3.07 1.18
66 C 3.55 -3.29 1.86
67 C 3.67 -2.92 3.20
68 C 2.59 -2.34 3.84
69 C 1.40 -2.13 3.17
70 H -0.71 -2.10 1.76
71 H -0.14 -2.92 0.43
72 H 2.28 -3.33 0.13
73 H 4.38 -3.75 1.35
74 H 4.60 -3.10 3.73
75 H 2.67 -2.06 4.89
76 H 0.55 -1.69 3.69
77 C 5.73 0.36 0.34
78 C 4.70 -0.37 -0.52
79 N 3.36 -0.10 -0.04
80 C 3.01 0.58 1.09
81 N 1.77 0.92 1.24
82 C 1.36 1.54 2.49
83 C 2.50 2.27 3.18
84 C 3.68 1.32 3.30
85 N 4.02 0.81 1.99
86 C 5.32 0.21 1.80
87 H 5.76 1.42 0.08
88 H 6.72 -0.06 0.17
89 H 4.89 -1.45 -0.50
90 H 4.79 -0.04 -1.56
91 H 2.61 -0.18 -0.71
92 H 0.95 0.77 3.16
93 H 0.53 2.22 2.29
94 H 2.20 2.61 4.18
95 H 2.79 3.14 2.60
96 H 3.44 0.50 3.99
97 H 4.56 1.83 3.70
98 H 5.32 -0.85 2.09
99 H 6.03 0.73 2.44

***

# C38H49As2GeN4O3S2SiTi

A structure of composition C38H49As2GeN4O3S2SiTi (the ωB97M-V functional and the def2-TZVPD basis, the Open Molecules 2025 dataset).

## Properties
Spin multiplicity: 2
Orbital gap (spin up / spin down): 6.409 / 5.398 eV
Total charge: +2
E_LUMO (spin up / spin down): -6.40 / -7.41 eV
⟨S²⟩: 0.761

Geometry (Å):
1 Ti -0.62 -0.30 0.20
2 C -1.24 -0.81 4.08
3 As -0.38 0.33 2.77
4 C 1.50 0.23 3.23
5 C -0.92 2.12 3.20
6 C -0.60 2.71 4.41
7 C -0.89 4.04 4.64
8 C -1.51 4.80 3.66
9 C -1.86 4.21 2.45
10 C -1.57 2.87 2.22
11 As -2.12 1.95 0.62
12 C -2.64 3.31 -0.67
13 C -3.86 1.29 1.20
14 H -0.97 -0.47 5.08
15 H -0.90 -1.84 3.94
16 H -2.32 -0.76 3.97
17 H 1.67 0.67 4.21
18 H 2.07 0.76 2.47
19 H 1.80 -0.82 3.25
20 H -0.10 2.13 5.19
21 H -0.63 4.50 5.59
22 H -1.72 5.84 3.83
23 H -2.35 4.81 1.69
24 H -3.45 3.91 -0.26
25 H -2.98 2.82 -1.58
26 H -1.79 3.96 -0.90
27 H -4.31 2.03 1.85
28 H -3.75 0.34 1.72
29 H -4.49 1.14 0.32
30 O 4.02 -3.41 0.37
31 C 4.41 -2.13 0.23
32 C 5.78 -1.90 0.07
33 C 6.24 -0.61 -0.07
34 C 5.37 0.48 -0.06
35 C 4.02 0.26 0.07
36 C 3.52 -1.05 0.21
37 C 2.08 -1.25 0.34
38 O 1.29 -0.24 0.02
39 N 1.55 -2.35 0.76
40 N 0.17 -2.21 0.89
41 C -0.40 -3.35 1.17
42 S 0.50 -4.83 1.20
43 C -0.95 -5.89 1.42
44 C -1.95 -5.15 2.28
45 S -2.07 -3.46 1.62
46 H 3.07 -3.44 0.58
47 H 6.45 -2.75 0.07
48 H 7.31 -0.44 -0.18
49 H 5.75 1.49 -0.14
50 H 3.32 1.09 0.09
51 H -0.61 -6.81 1.90
52 H -1.36 -6.14 0.44
53 H -1.63 -5.10 3.32
54 H -2.94 -5.59 2.22
55 Ge -0.23 0.23 -2.58
56 C 0.98 1.68 -2.92
57 C 2.36 1.58 -2.73
58 C 3.18 2.64 -3.08
59 C 2.64 3.79 -3.62
60 C 1.27 3.90 -3.82
61 C 0.44 2.85 -3.46
62 C 0.25 -1.58 -2.96
63 C -0.68 -2.34 -3.67
64 C -0.35 -3.61 -4.12
65 C 0.91 -4.13 -3.85
66 C 1.84 -3.38 -3.14
67 C 1.52 -2.11 -2.70
68 H -1.65 0.59 -3.04
69 H 2.79 0.69 -2.31
70 H 4.25 2.55 -2.94
71 H 3.29 4.61 -3.91
72 H 0.85 4.80 -4.26
73 H -0.63 2.94 -3.64
74 H -1.67 -1.94 -3.88
75 H -1.06 -4.18 -4.69
76 H 1.17 -5.12 -4.20
77 H 2.83 -3.79 -2.94
78 H 2.28 -1.52 -2.20
79 N 1.26 3.72 -0.30
80 C 2.06 4.77 -0.02
81 C 2.43 4.63 1.30
82 C 1.81 3.45 1.72
83 N 1.10 2.89 0.74
84 H 0.92 3.46 -1.22
85 H 2.29 5.52 -0.75
86 H 3.05 5.29 1.87
87 H 1.82 3.00 2.70
88 C -4.92 -1.96 0.29
89 Si -3.56 -1.77 -0.98
90 C -3.09 -3.42 -1.71
91 C -4.13 -0.52 -2.27
92 O -2.16 -1.08 -0.26
93 H -5.67 -2.62 -0.17
94 H -5.43 -1.02 0.52
95 H -4.62 -2.43 1.22
96 H -3.42 -3.51 -2.75
97 H -3.56 -4.23 -1.15
98 H -2.01 -3.59 -1.70
99 H -5.22 -0.42 -2.23
100 H -3.87 -0.82 -3.29
101 H -3.70 0.47 -2.10

***

# C38H49BrCl3N3O3Rb

A structure of composition C38H49BrCl3N3O3Rb (the ωB97M-V functional and the def2-TZVPD basis, the Open Molecules 2025 dataset).

## Properties
Orbital gap: 5.626 eV
Total charge: -1
E_LUMO: 1.84 eV

Geometry (Å):
1 Rb -0.38 -1.47 -0.49
2 C -3.10 0.05 0.77
3 C -2.48 1.20 0.22
4 C -2.53 1.05 -1.20
5 C -3.17 -0.19 -1.45
6 C -3.53 -0.81 -0.25
7 C -4.36 -2.07 -0.07
8 C -3.91 -2.85 1.17
9 C -4.24 -2.99 -1.28
10 C -5.84 -1.68 0.11
11 C -2.12 1.97 -2.37
12 C -0.60 2.14 -2.52
13 C -2.80 3.34 -2.29
14 C -2.58 1.36 -3.71
15 C -2.06 2.35 1.15
16 C -3.21 3.35 1.34
17 C -1.71 1.81 2.55
18 C -0.81 3.12 0.70
19 H -3.26 -0.12 1.83
20 H -3.34 -0.61 -2.44
21 H -2.87 -3.17 1.08
22 H -4.53 -3.74 1.31
23 H -3.99 -2.24 2.08
24 H -3.21 -3.34 -1.42
25 H -4.55 -2.48 -2.20
26 H -4.88 -3.87 -1.16
27 H -5.96 -1.03 0.97
28 H -6.46 -2.57 0.25
29 H -6.19 -1.14 -0.77
30 H -0.12 2.56 -1.64
31 H -0.37 2.78 -3.38
32 H -0.14 1.16 -2.70
33 H -2.49 3.92 -1.42
34 H -3.89 3.22 -2.23
35 H -2.57 3.94 -3.18
36 H -2.11 0.39 -3.89
37 H -2.29 2.03 -4.52
38 H -3.66 1.23 -3.74
39 H -4.08 2.83 1.74
40 H -3.51 3.80 0.39
41 H -2.93 4.15 2.03
42 H -2.57 1.38 3.05
43 H -1.32 2.62 3.17
44 H -0.95 1.02 2.48
45 H -0.96 3.67 -0.23
46 H 0.03 2.43 0.55
47 H -0.52 3.84 1.46
48 O 3.88 0.99 -5.73
49 C 3.08 0.43 -4.79
50 C 2.04 -0.43 -5.10
51 C 1.28 -0.94 -4.05
52 N 1.51 -0.64 -2.77
53 C 2.52 0.16 -2.52
54 Br 2.83 0.54 -0.68
55 C 3.35 0.74 -3.46
56 H 3.60 0.68 -6.60
57 H 1.81 -0.70 -6.12
58 H 0.46 -1.61 -4.24
59 H 4.16 1.40 -3.19
60 Cl 2.55 -7.49 -4.79
61 C 2.26 -6.24 -3.60
62 C 1.05 -5.56 -3.60
63 C 0.85 -4.57 -2.66
64 Cl -0.70 -3.74 -2.67
65 C 1.79 -4.18 -1.66
66 O 1.59 -3.26 -0.82
67 C 2.99 -4.96 -1.72
68 Cl 4.22 -4.59 -0.55
69 C 3.23 -5.95 -2.65
70 H 0.28 -5.79 -4.32
71 H 4.17 -6.48 -2.64
72 C 2.43 3.27 6.12
73 C 3.67 2.93 5.30
74 N 3.41 1.92 4.28
75 C 3.47 2.36 2.88
76 C 2.30 3.25 2.49
77 C 3.34 0.63 4.69
78 O 3.55 0.31 5.86
79 C 2.97 -0.42 3.68
80 C 3.76 -1.56 3.57
81 C 3.39 -2.53 2.66
82 C 2.24 -2.34 1.90
83 N 1.45 -1.27 2.03
84 C 1.82 -0.34 2.91
85 H 2.66 4.02 6.87
86 H 2.06 2.38 6.63
87 H 1.63 3.65 5.48
88 H 4.45 2.56 5.96
89 H 4.04 3.82 4.79
90 H 3.51 1.48 2.25
91 H 4.41 2.89 2.74
92 H 1.35 2.74 2.63
93 H 2.37 3.54 1.44
94 H 2.29 4.16 3.09
95 H 4.64 -1.67 4.20
96 H 3.98 -3.42 2.51
97 H 1.96 -3.06 1.14
98 H 1.16 0.52 3.00